i:
The following is a DFT calculation (ωB97M-V/def2-TZVPD) of 15 unconnected molecules or ions with the total composition H30O15.

Values from the calculation:
**Frontier orbital gap**: 7.5 eV

Element x y z (Å)
H 3.109 -0.616 -2.693
H -0.476 0.861 1.712
H 4.434 0.071 0.310
H -3.701 2.108 -1.232
O -1.496 -3.683 -1.632
O 4.695 -0.493 1.046
H -5.010 -1.050 1.471
H 1.877 -2.492 1.100
O -2.584 -1.645 1.159
H -1.051 -4.538 -1.659
O 2.242 -3.382 1.162
H -2.641 -0.262 -0.928
O 2.394 0.480 3.224
H 0.496 0.264 -0.984
H -2.875 -2.451 0.717
O -0.149 0.881 -0.620
O 4.636 1.977 -0.779
H 0.939 1.311 2.033
H 5.568 1.746 -0.864
H -2.511 2.160 -0.288
H -1.021 3.998 -2.277
H 1.192 -1.434 -0.061
O -2.401 -1.165 -0.692
O -0.521 4.601 -1.715
H -3.934 2.516 1.937
O -4.482 -1.347 0.721
H 1.689 -0.161 -2.396
H -1.670 -1.538 0.872
O -3.170 2.294 1.393
O 2.198 -0.726 -2.988
H -0.827 4.398 -0.824
H 2.515 -3.587 0.260
H 2.431 -1.284 -0.928
O -3.312 1.657 -0.474
H 2.627 1.333 2.839
H -1.932 -1.494 -1.467
H -5.077 -1.264 -0.032
H 4.432 1.792 0.145
H -0.997 0.542 -0.929
O 0.168 1.548 1.506
H 2.122 -0.051 2.467
H -0.846 -3.069 -1.993
H 3.864 -0.703 1.487
O 1.526 -0.965 -0.834
H -2.470 2.866 1.727

---

ii:
The following is a DFT calculation (ωB97M-V/def2-TZVPD) of 15 unconnected molecules or ions with the total composition H30O15.

Values from the calculation:
**Frontier orbital gap**: 10.0 eV

Element x y z (Å)
O -3.513 2.269 -6.025
O -5.236 3.077 -3.807
H -2.322 7.975 -8.716
O -6.070 6.197 -8.894
O -2.533 3.504 -3.347
H -2.585 2.346 -6.271
O -2.796 7.136 -5.621
O -0.434 5.145 -4.717
O -5.075 8.151 -7.213
H -3.121 4.594 -8.643
H -5.544 1.564 -5.928
H -5.445 2.644 -2.996
H -5.591 6.082 -9.743
H -3.477 2.083 -5.082
H -0.832 4.566 -8.118
H -6.726 6.029 -6.696
O -1.214 5.211 -7.535
H -5.359 0.453 -4.934
H -0.462 5.735 -7.263
H -6.779 7.461 -6.315
H -5.067 8.925 -7.752
H -5.832 3.920 -6.283
H -4.192 3.564 -8.699
O -2.759 7.169 -8.533
H -5.440 6.574 -8.260
H -0.809 4.897 -5.547
O -4.148 4.850 -6.360
H -5.032 5.516 -4.857
H -6.359 3.086 -7.458
H -2.643 8.052 -5.632
H -6.454 5.857 -4.835
H -2.534 3.448 -2.387
H -5.510 3.985 -3.832
H -2.287 6.731 -7.840
H -1.143 4.838 -4.147
O -3.648 4.137 -9.235
H -3.421 3.292 -3.574
H -2.889 6.903 -4.703
O -7.275 6.635 -6.209
H -3.885 3.946 -6.175
O -5.750 5.661 -4.228
H -3.508 5.516 -6.006
H -4.264 7.669 -7.308
O -5.807 0.644 -5.739
O -6.630 3.460 -6.594

---

ii is preferred energetically. Next in line: 0.2911 hartree higher.

---

i:
The following is a DFT calculation (ωB97M-V/def2-TZVPD) of a single C3H4O2S molecule.

Values from the calculation:
**Frontier orbital gap**: 8.6 eV
**Structure (SMILES)**: O=C[C@@H](O)C=S

Element x y z (Å)
H -0.911 -1.416 1.227
C 0.102 0.378 0.329
S -2.456 -0.541 -0.417
H 0.415 0.715 1.328
O -0.223 1.574 -0.382
C 1.330 -0.260 -0.317
H 2.113 0.414 -0.578
H -0.793 1.223 -1.161
O 1.459 -1.469 -0.513
C -1.037 -0.618 0.483

---

ii:
The following is a DFT calculation (ωB97M-V/def2-TZVPD) of a single C3H4O2S molecule.

Values from the calculation:
**Frontier orbital gap**: 9.7 eV

Element x y z (Å)
H -1.069 1.260 -0.436
H -2.047 -0.125 -0.945
O 1.312 1.001 -0.069
O 3.321 -0.521 -0.796
H -2.198 0.496 0.699
S 2.661 0.052 0.343
C -0.425 -0.642 0.347
H -0.901 -1.599 0.648
C 0.842 -0.238 0.324
C -1.497 0.316 -0.115

---

i is preferred energetically. Next in line: 0.0460 hartree higher.

---

i:
The following is a DFT calculation (ωB97M-V/def2-TZVPD) of 2 unconnected molecules or ions with the total composition C3H4O2S.

Values from the calculation:
**Frontier orbital gap**: 9.1 eV

Element x y z (Å)
H 2.531 -2.064 -0.031
H -2.214 1.504 0.960
H -1.661 2.489 -0.519
S -0.945 0.457 -0.858
O 1.326 0.732 0.806
H 0.762 -1.815 -0.445
C -1.664 1.551 0.051
C 1.617 -1.595 0.040
C 1.504 -0.362 0.473
O -1.257 -0.897 -0.477

---

ii:
The following is a DFT calculation (ωB97M-V/def2-TZVPD) of a molecular structure, C3H4O2S.

Values from the calculation:
**Frontier orbital gap**: 7.7 eV

Element x y z (Å)
O -1.369 0.929 -0.225
H 2.274 -0.287 -1.312
H -0.532 1.025 1.627
C 1.186 -0.312 -0.999
H 0.591 -0.961 -1.621
O -1.359 -0.913 0.925
H 1.397 0.524 0.948
C -0.568 0.276 0.760
C 0.825 0.109 0.218
S -2.444 -0.390 -0.319

---

i is preferred energetically. Next in line: 0.0325 hartree higher.

---

i:
The following is a DFT calculation (ωB97M-V/def2-TZVPD) of 2 unconnected molecules or ions with the total composition C3H4O2S.

Values from the calculation:
**Frontier orbital gap**: 9.8 eV

Element x y z (Å)
C 0.704 -0.684 -0.338
H -0.676 0.722 0.212
O 1.924 -1.687 -2.645
C 2.025 -0.400 -0.088
H -1.325 -0.780 0.257
H 2.422 0.770 0.881
H -1.073 -0.232 -1.269
C -0.632 -0.236 -0.321
S 1.749 -1.818 -1.235
O 2.130 -3.112 -0.689

---

ii:
The following is a DFT calculation (ωB97M-V/def2-TZVPD) of 2 unconnected molecules or ions with the total composition C3H4O2S.

Values from the calculation:
**Frontier orbital gap (spin up / spin down)**: 7.6 / 7.7 eV
**Structure (SMILES)**: O=C1CC1.O=S

Element x y z (Å)
H -1.559 -0.502 -0.984
H -0.650 -2.027 -1.380
O 1.156 0.874 -0.952
H 0.578 -1.764 0.868
C 0.053 -0.866 0.569
C 0.539 -0.097 -0.611
O 0.640 2.643 1.696
H -0.340 -0.252 1.247
S 0.188 2.956 0.371
C -0.604 -0.965 -0.822

---

iii:
The following is a DFT calculation (ωB97M-V/def2-TZVPD) of a single C3H4O2S molecule.

Values from the calculation:
**Frontier orbital gap**: 10.5 eV
**Structure (SMILES)**: O=C(S)[C@H]1CO1

Element x y z (Å)
O -1.483 0.268 -0.886
S 2.567 -0.384 -0.210
H -0.093 -1.274 -0.779
H -2.136 -1.354 0.402
C -0.310 -0.303 -0.415
C -1.527 -0.364 0.460
O 0.809 1.740 -0.092
H -1.882 0.313 1.424
H 3.164 0.851 0.228
C 0.893 0.508 -0.131

---

iv:
The following is a DFT calculation (ωB97M-V/def2-TZVPD) of a single C3H4O2S molecule.

Values from the calculation:
**Frontier orbital gap**: 8.9 eV
**Structure (SMILES)**: O=CCOC=S

Element x y z (Å)
H 0.434 0.819 -0.989
S -2.273 1.051 -1.296
C 1.741 -0.669 0.297
C -1.953 -0.039 -0.067
H -2.927 -0.687 0.149
O -0.629 -0.439 0.284
O 1.653 -1.675 0.915
H 2.681 -0.193 -0.142
C 0.577 0.474 0.026
H 0.695 1.358 0.823

---

iii is preferred energetically. Next in line: 0.0170 hartree higher.

---

i:
The following is a DFT calculation (ωB97M-V/def2-TZVPD) of 3 unconnected molecules or ions with the total composition C6H12O2.

Values from the calculation:
**⟨S²⟩**: 0.7643
**Frontier orbital gap (spin up / spin down)**: 4.3 / 6.9 eV
**Multiplicity**: 2
**Net charge**: -1

Element x y z (Å)
H 0.994 1.746 -0.712
H -3.077 0.989 -1.780
H 1.799 -0.839 -3.485
H 0.711 0.525 3.102
C 0.964 -0.904 -1.541
C 0.148 -1.231 0.787
H 0.935 -1.756 1.341
C 1.567 -0.260 -2.601
C -1.060 -1.305 1.350
C 0.528 -0.323 -0.317
H -1.891 -0.830 0.849
H 0.297 1.420 0.930
O -2.505 0.589 -1.119
H 1.734 0.802 -2.609
C 0.491 1.050 -0.064
O 0.591 1.383 3.527
H -1.657 1.068 -1.199
H -0.075 1.830 2.993
H -1.247 -1.982 2.180
H 0.754 -1.971 -1.630

---

ii:
The following is a DFT calculation (ωB97M-V/def2-TZVPD) of 3 unconnected molecules or ions with the total composition C6H12O2.

Values from the calculation:
**⟨S²⟩**: 0.7560
**Frontier orbital gap (spin up / spin down)**: 2.8 / 7.5 eV
**Multiplicity**: 2
**Net charge**: -1

Element x y z (Å)
H 1.991 1.407 0.058
H -1.323 2.762 -0.130
C -1.059 1.790 -0.574
H -2.913 -0.558 -0.979
O 2.768 1.709 -0.470
H 0.861 -1.822 -1.806
C -0.200 -0.463 -0.562
H -1.585 1.488 -1.467
O 1.233 -0.366 2.782
C -1.185 -1.499 -0.204
C -2.496 -1.452 -0.522
H -3.135 -2.298 -0.283
C -0.297 0.876 0.066
H 0.371 -0.347 3.202
H 1.901 -0.023 3.387
C 0.819 -0.801 -1.420
H 3.098 0.817 -0.666
H 1.540 -0.065 -1.725
H 0.415 1.123 0.859
H -0.806 -2.277 0.453

---

i is preferred energetically. Next in line: 0.0469 hartree higher.

---

i:
The following is a DFT calculation (ωB97M-V/def2-TZVPD) of a single CH3N3O3 molecule.

Values from the calculation:
**Frontier orbital gap (spin up / spin down)**: 9.4 / 9.4 eV
**Structure (SMILES)**: [H]/N=[N+](\[O-])NOC=O

Element x y z (Å)
C 1.455 1.431 0.530
N -0.706 -0.966 -0.670
O 0.763 2.082 1.246
O 1.036 0.519 -0.342
H -0.804 0.644 0.496
N -1.666 -1.516 0.320
H -2.006 -2.396 -0.059
H 2.552 1.454 0.467
O -0.254 -1.555 -1.620
N -0.370 0.303 -0.369

---

ii:
The following is a DFT calculation (ωB97M-V/def2-TZVPD) of 2 unconnected molecules or ions with the total composition CH3N3O3.

Values from the calculation:
**Frontier orbital gap**: 11.2 eV
**Structure (SMILES)**: [H]/N=[N+](\[O-])O.N=C=O

Element x y z (Å)
O -1.011 -0.150 -1.294
H -1.354 0.264 1.783
O -2.715 0.567 -0.236
H -0.184 -0.665 -1.037
C 2.213 -0.050 -0.411
O 2.989 0.240 -1.209
N 1.565 -0.430 0.515
H 0.912 -0.077 1.082
N -1.561 0.242 -0.095
N -0.855 0.057 0.901

---

ii is preferred energetically. Next in line: 0.0635 hartree higher.

---

i:
The following is a DFT calculation (ωB97M-V/def2-TZVPD) of 12 unconnected molecules or ions with the total composition H26NO11.

Values from the calculation:
**Frontier orbital gap**: 10.9 eV
**Net charge**: +1

Element x y z (Å)
N 0.886 3.773 -0.226
H 2.041 -0.921 -2.606
H 3.009 -0.103 1.816
H -2.910 -2.735 -2.388
O -2.156 -2.339 -1.994
H -0.755 -2.755 -1.115
H -0.982 -0.668 -2.375
H -0.494 -0.094 1.860
O 2.070 -0.018 1.709
O -0.484 -2.690 2.392
O 0.383 3.282 2.566
H 0.412 -3.645 -1.553
O 0.697 1.411 -1.259
H 1.081 4.509 -0.820
H 1.313 0.823 -0.774
H -1.244 -1.515 0.316
H 0.959 2.881 -0.586
O -1.784 2.477 -0.312
H 0.400 0.257 0.792
H -1.861 1.684 0.403
O -0.003 -0.726 -2.435
H -1.935 -1.966 1.556
O -1.995 -1.505 0.762
H -0.187 3.866 -0.145
H 0.327 0.678 -1.969
H -0.421 -3.453 3.045
H -0.494 3.024 2.452
O -0.380 0.688 1.382
H 1.630 -0.810 1.916
O 0.138 -3.100 -0.742
H 1.416 3.984 0.732
O 2.577 -0.834 -1.841
H 0.482 3.014 3.459
H -2.414 -1.585 -1.548
H 0.269 -1.352 -1.552
H -1.642 1.921 -1.089
H 3.349 -1.456 -1.756
H -0.045 -3.162 1.701

---

ii:
The following is a DFT calculation (ωB97M-V/def2-TZVPD) of 12 unconnected molecules or ions with the total composition H26NO11.

Values from the calculation:
**Frontier orbital gap**: 10.5 eV
**Net charge**: +1

Element x y z (Å)
N -16.250 -6.028 2.699
O -17.047 -8.619 3.022
H -16.190 -3.152 0.165
H -16.385 -6.745 -0.996
H -17.604 -6.355 5.449
O -15.885 -7.457 5.810
O -13.793 -6.046 0.968
O -16.446 -4.225 4.608
H -15.078 -9.136 3.503
O -16.955 -7.095 -0.311
H -15.054 -7.566 5.348
H -13.455 -5.624 0.178
H -16.007 -3.390 4.445
H -17.901 -4.458 1.170
H -16.861 -5.826 1.921
O -14.197 -9.402 3.764
H -16.987 -4.064 5.382
H -16.093 -2.972 1.665
O -16.425 -3.569 0.994
H -13.550 -3.830 3.144
H -13.584 -6.973 0.853
H -15.639 -7.380 6.732
O -13.568 -6.830 4.255
H -13.838 -2.756 2.117
H -13.730 -8.579 3.908
O -14.257 -3.289 2.793
H -13.538 -6.175 4.953
H -17.836 -6.822 -0.569
O -18.570 -5.057 1.502
H -16.989 -9.346 2.402
H -15.271 -6.004 2.450
H -17.985 -8.443 3.099
H -18.966 -5.433 0.716
H -18.874 -6.981 4.913
H -16.389 -5.301 3.386
H -12.700 -6.792 3.853
H -16.395 -6.964 3.050
O -18.551 -6.380 5.585

---

ii is preferred energetically. Next in line: 0.1094 hartree higher.

---

i:
The following is a DFT calculation (ωB97M-V/def2-TZVPD) of 10 unconnected molecules or ions with the total composition C10H40N20O10.

Values from the calculation:
**⟨S²⟩**: 0.7560
**Frontier orbital gap (spin up / spin down)**: 8.8 / 2.9 eV
**Multiplicity**: 2
**Net charge**: +1

Element x y z (Å)
H 36.468 11.410 -11.634
N 42.035 16.226 -14.806
H 37.171 15.240 -11.856
N 36.532 15.976 -11.593
O 41.965 12.965 -12.077
N 41.578 17.228 -16.665
H 40.424 15.022 -11.120
H 37.563 15.137 -15.318
C 38.493 16.870 -14.790
H 38.473 15.238 -13.598
C 40.195 20.893 -15.221
C 41.341 18.608 -12.187
H 35.366 14.125 -9.439
C 42.163 16.275 -16.087
H 43.629 15.200 -10.993
H 37.533 10.660 -10.433
N 37.380 11.274 -11.220
H 43.099 19.215 -12.681
H 36.310 13.786 -10.791
H 37.726 16.273 -16.508
N 38.968 20.748 -14.710
N 38.828 18.644 -17.979
H 34.493 17.288 -17.336
H 33.940 16.330 -19.022
H 39.657 18.322 -20.966
N 41.415 19.669 -11.453
H 37.293 10.676 -15.601
H 39.519 11.171 -10.192
C 42.191 14.007 -11.626
H 39.488 16.638 -13.156
O 40.337 17.898 -12.186
H 36.851 16.923 -11.743
N 36.054 12.772 -17.458
H 40.104 19.254 -16.437
H 42.394 15.451 -14.267
H 41.164 16.672 -14.555
H 42.681 17.712 -13.468
N 37.724 16.116 -15.511
H 41.481 20.459 -16.409
O 37.593 13.125 -15.999
N 43.385 14.330 -11.445
N 39.447 11.943 -10.839
H 41.068 18.013 -16.286
O 38.070 13.142 -12.224
H 38.412 19.562 -18.043
H 41.727 20.581 -11.755
O 35.608 16.687 -9.777
H 35.938 16.935 -16.419
N 35.834 14.497 -10.254
H 38.529 19.838 -14.683
H 40.239 12.544 -11.011
N 35.435 16.925 -17.295
C 35.941 15.778 -10.500
N 41.403 14.992 -11.367
O 36.921 15.677 -18.340
O 39.730 17.000 -18.918
C 36.770 12.378 -16.483
O 38.864 17.959 -15.188
H 40.591 19.553 -10.881
N 38.853 16.157 -13.777
H 35.913 10.540 -16.644
H 41.908 15.806 -11.046
C 39.294 18.081 -19.010
N 36.692 11.085 -16.303
H 35.618 11.976 -17.901
H 38.809 18.177 -17.083
O 40.895 21.793 -14.858
N 39.363 18.810 -20.132
N 34.904 16.080 -19.190
H 36.095 13.732 -17.771
O 42.939 15.561 -16.635
N 42.471 18.432 -12.792
H 39.057 19.770 -20.211
C 35.800 16.158 -18.296
N 40.643 20.019 -16.056
H 41.648 17.210 -17.673
H 44.103 13.653 -11.662
H 38.674 21.415 -14.011
H 35.045 15.532 -20.027
C 38.291 12.143 -11.529

---

ii:
The following is a DFT calculation (ωB97M-V/def2-TZVPD) of 10 unconnected molecules or ions with the total composition C10H40N20O10.

Values from the calculation:
**⟨S²⟩**: 0.7708
**Frontier orbital gap (spin up / spin down)**: 8.5 / 2.7 eV
**Multiplicity**: 2
**Net charge**: +1

Element x y z (Å)
N -3.377 -2.837 0.925
H -0.400 -1.662 6.267
N -5.260 0.310 2.654
H 3.937 -2.228 -2.802
H 2.903 1.817 -4.894
C -4.023 -0.174 2.909
N 1.523 -4.912 -1.034
H -1.352 0.289 1.185
O 5.994 -1.636 -0.655
N -0.032 -3.884 -2.065
C -1.605 3.350 3.143
O 0.198 -1.784 3.981
N -0.974 4.466 2.746
H -0.598 5.113 3.425
H 1.606 0.405 -1.351
N -0.781 -0.883 5.749
H -0.379 3.758 -0.533
H -1.442 -2.045 2.099
H -0.526 -3.330 1.365
N 3.815 -1.694 -0.666
N 1.916 -0.957 -4.807
N -1.798 2.612 2.082
H -4.934 -0.173 4.605
H 5.682 -2.187 -3.026
H 0.047 3.009 -3.859
O -2.068 -4.783 0.638
H 1.216 -0.929 -0.217
N 4.870 -2.138 -2.427
N -0.069 6.792 0.144
H -1.099 5.240 -0.984
H -3.143 -0.265 4.713
N -0.415 4.761 -0.416
C 2.044 -2.204 -4.532
O 2.238 -2.719 -3.433
H 3.008 -1.975 -1.205
H -0.245 -2.914 -2.251
N -4.006 -0.130 4.207
H 1.737 -0.735 -5.776
H 1.208 -5.720 -1.551
H -0.752 7.020 -0.564
O 1.154 -2.888 -0.521
C -0.425 -0.870 4.524
C 4.954 -1.848 -1.221
O 1.277 5.202 0.880
H -3.260 -1.847 1.089
H 1.943 -2.401 -6.593
H -0.201 0.238 2.933
C 0.922 -3.828 -1.223
H 2.026 -0.271 -4.074
N 1.950 -2.816 -5.673
H -1.193 -0.093 6.224
H -5.496 0.603 1.717
H -2.551 1.940 2.028
C 0.065 0.710 -0.118
C 1.608 1.848 -3.406
H -0.695 4.483 1.775
H -0.924 1.138 4.321
H 2.099 -3.815 -5.688
N -0.523 0.319 3.886
N 2.066 2.244 -4.524
H -1.483 2.829 1.148
H 3.755 -1.627 0.340
H -0.154 -1.016 0.813
H 0.227 7.481 0.821
N 0.448 2.402 -3.158
O 2.187 1.103 -2.724
H -0.268 -4.699 -2.613
O -0.281 1.849 -0.390
H -4.250 -3.068 0.474
C 0.351 5.589 0.255
N -1.415 -2.880 1.532
N -0.535 -0.085 0.724
H 2.287 -4.878 -0.374
O -3.054 -0.215 2.174
C -2.322 -3.629 1.024
H 1.472 2.788 -5.134
N 1.084 0.002 -0.587
H 0.006 2.218 -2.269
O -1.884 2.993 4.331
H -5.630 0.750 3.485

---

i is preferred energetically. Next in line: 0.0079 hartree higher.